Below is a molecular structure, C42H42BF5N6O3SY, with properties calculated with the ωB97M-V functional and the def2-TZVPD basis.

Positions of all 101 atoms, in Å:
Y1 0.2634 -0.1343 -0.0653
C1 2.0917 -3.2693 0.0186
O1 2.0923 -1.8439 0.2193
C2 3.3622 -1.2572 -0.0189
C3 3.3636 -0.7287 -1.4267
O2 2.1962 0.1057 -1.4904
C4 2.0173 0.7735 -2.7488
C5 0.8313 0.1509 -3.4341
O3 -0.2486 0.1061 -2.4895
C6 -1.4195 -0.4180 -3.1378
H1 2.8389 -3.7116 0.6760
H2 1.1049 -3.6217 0.2999
H3 2.3092 -3.5183 -1.0203
H4 3.4748 -0.4282 0.6851
H5 4.1709 -1.9661 0.1650
H6 4.2537 -0.1365 -1.6445
H7 3.2679 -1.5284 -2.1663
H8 1.8680 1.8241 -2.5314
H9 2.9161 0.6735 -3.3584
H10 0.5296 0.7482 -4.2966
H11 1.0524 -0.8674 -3.7656
H12 -1.6600 0.1983 -4.0040
H13 -1.2489 -1.4472 -3.4528
H14 -2.2356 -0.3879 -2.4203
C7 -1.4721 3.5360 3.9528
C8 -1.7388 2.4637 2.9548
C9 -2.9236 1.8113 2.6821
C10 -2.6310 0.9166 1.6547
N1 -1.3340 1.0057 1.3215
N2 -0.7921 1.9627 2.1377
B1 0.6508 2.4614 1.9734
N3 0.8360 3.0675 0.5598
N4 0.3677 2.4044 -0.5435
C11 0.3140 3.3143 -1.5251
C12 0.8061 4.5415 -1.0783
C13 1.1074 4.3517 0.2561
C14 1.5854 5.3576 1.2435
C15 -0.3732 3.1008 -2.8134
C16 -1.7247 2.7573 -2.7938
C17 -2.4436 2.6680 -3.9740
C18 -1.8221 2.9251 -5.1901
C19 -0.4835 3.2862 -5.2166
C20 0.2357 3.3831 -4.0320
N5 1.6473 1.3173 2.2974
N6 1.3339 -0.0100 2.1219
C21 2.1817 -0.6952 2.9037
C22 3.0809 0.1726 3.5229
C23 2.7097 1.4385 3.1199
C24 3.3044 2.7425 3.5167
C25 2.1056 -2.1443 3.1364
C26 3.2814 -2.8666 3.3449
C27 3.2302 -4.2219 3.6303
C28 2.0030 -4.8666 3.7078
C29 0.8315 -4.1486 3.5176
C30 0.8797 -2.7891 3.2455
C31 -3.5616 -0.0018 0.9740
C32 -3.7436 0.0798 -0.4047
C33 -4.5798 -0.8242 -1.0465
C34 -5.2382 -1.8002 -0.3149
C35 -5.0825 -1.8593 1.0622
C36 -4.2542 -0.9591 1.7087
H15 -2.3766 3.7377 4.5226
H16 -1.1638 4.4631 3.4682
H17 -0.6867 3.2438 4.6502
H18 -3.8841 1.9740 3.1399
H19 0.8452 3.3348 2.7526
H20 0.8626 5.4654 -1.6289
H21 1.7759 6.3016 0.7368
H22 2.5103 5.0465 1.7283
H23 0.8462 5.5365 2.0247
H24 -2.2135 2.5943 -1.8415
H25 -3.4956 2.4117 -3.9443
H26 -2.3869 2.8647 -6.1113
H27 0.0020 3.5077 -6.1585
H28 1.2755 3.6908 -4.0560
H29 3.8507 -0.0831 4.2308
H30 4.1663 2.5696 4.1577
H31 2.5908 3.3628 4.0591
H32 3.6431 3.3025 2.6440
H33 4.2395 -2.3625 3.2847
H34 4.1464 -4.7749 3.7943
H35 1.9587 -5.9246 3.9319
H36 -0.1289 -4.6426 3.5934
H37 -0.0370 -2.2298 3.1274
H38 -3.2449 0.8733 -0.9452
H39 -4.7392 -0.7659 -2.1179
H40 -5.8857 -2.5105 -0.8131
H41 -5.6013 -2.6204 1.6305
H42 -4.1069 -1.0182 2.7797
F1 -1.7225 -5.9567 -4.0315
C37 -1.6229 -5.1205 -3.0059
C38 -0.6194 -4.1672 -2.9790
F2 0.2491 -4.0608 -3.9868
C39 -0.5409 -3.3086 -1.9036
F3 0.4289 -2.3610 -1.9403
C40 -1.4160 -3.3320 -0.8283
S1 -1.2653 -2.2587 0.5491
C41 -2.4159 -4.3010 -0.8892
F4 -3.3036 -4.4044 0.0939
C42 -2.5250 -5.1826 -1.9534
F5 -3.4942 -6.0894 -1.9708

The orbital gap is 8.31 eV. The total charge is +1. Its HOMO energy is -10.17 eV.

***

Below is a molecular structure, C18H25BIrN8O3 at a distorted geometry, with properties calculated with the ωB97M-V functional and the def2-TZVPD basis.

Positions of all 56 atoms, in Å:
H1 -0.5687 -1.7610 3.3017
N1 -1.0333 -1.8206 1.2333
B1 -1.6762 -2.7621 -1.1763
N2 -1.3219 -2.8798 0.3470
C1 -1.5900 -3.9937 1.0727
Ir1 -1.4128 0.2099 1.3134
H2 -1.9844 -4.8692 0.5612
C2 -1.3584 -3.7165 2.4132
H3 -1.4940 -4.3333 3.2769
C3 -0.9230 -2.3803 2.4777
H4 -2.3148 -3.6961 -1.5917
C4 2.3234 2.8390 -1.8743
H5 2.4433 3.9188 -1.7916
H6 1.7176 2.4427 -1.0517
H7 1.8534 2.6356 -2.8360
N3 -0.3982 -2.7889 -2.1310
N4 -2.5025 -1.4294 -1.2294
N5 0.5837 -1.8940 -1.8618
N6 -2.2888 -0.2582 -0.4757
C5 0.0210 -3.5308 -3.1959
C6 -3.7054 -1.3354 -1.8464
H8 -0.5500 -4.3389 -3.6731
H9 -4.1002 -2.2009 -2.3620
C7 1.2954 -3.0639 -3.5660
C8 -4.2220 -0.0680 -1.6252
C9 1.6014 -1.9837 -2.6808
C10 -3.2829 0.6150 -0.8357
H10 1.9636 -3.3721 -4.3473
H11 -5.1452 0.3577 -1.9539
H12 2.4740 -1.3162 -2.6307
H13 -3.2253 1.6471 -0.4934
H14 3.2910 2.4061 -1.8595
C11 2.3984 4.6087 1.7671
C12 0.9559 4.6504 2.2603
C13 0.4137 3.4671 3.1168
C14 1.3942 2.8504 4.1701
C15 2.8426 2.5264 3.7777
C16 -0.9179 3.9327 3.8833
O1 -1.1140 5.1340 4.1291
N7 -1.8773 2.9576 4.3221
C17 -2.2132 1.8612 3.5037
O2 -3.1892 1.1171 3.5923
N8 -1.2279 1.7193 2.4770
C18 -0.0599 2.3459 2.2035
O3 0.5478 1.8469 1.2125
H15 3.0503 5.0509 2.5257
H16 2.5632 5.2004 0.8635
H17 2.7708 3.6118 1.5227
H18 0.8418 5.5523 2.8712
H19 0.2740 4.8167 1.4107
H20 1.4044 3.5260 5.0385
H21 0.9394 1.9114 4.5266
H22 3.4584 3.4255 3.8828
H23 3.2541 1.7743 4.4583
H24 2.9341 2.1163 2.7666
H25 -2.6416 3.2688 4.9391

The orbital gap (spin up / spin down) is 9.38 / 4.67 eV. The multiplicity is 6. The total charge is +2. Its HOMO energy (spin up / spin down) is -15.23 / -15.40 eV. Its expectation value of S² is 8.775.

***

Below is a molecular structure, C25H34BLuN8S at a distorted geometry, with properties calculated with the ωB97M-V functional and the def2-TZVPD basis.

Positions of all 70 atoms, in Å:
Lu1 12.0432 8.7345 8.8401
C1 16.0271 6.6527 5.6066
C2 14.9831 6.5038 6.7627
C3 13.5378 6.2653 6.2727
C4 15.1142 7.6592 7.6961
C5 16.3581 8.3126 8.0136
C6 16.0407 9.3077 8.9098
N1 14.7451 9.2526 9.2212
N2 14.1403 8.2297 8.4078
B1 13.9579 10.2045 10.1807
N3 13.1355 9.4624 11.3085
C7 13.2494 9.5485 12.6319
C8 12.6207 8.4419 13.2343
C9 12.1640 7.6463 12.1342
N4 12.4035 8.3292 10.9883
C10 11.5331 6.2703 12.1487
C11 11.8544 5.5453 10.8503
C12 11.9791 5.5868 13.4629
N5 12.8014 11.0109 9.4476
C13 12.4119 12.2945 9.7182
C14 11.9158 12.8806 8.5536
C15 11.9607 11.8321 7.5489
N6 12.5206 10.7493 8.0546
C16 11.4895 11.9283 6.1302
C17 10.0908 12.6091 6.0540
C18 11.5057 10.5038 5.4535
H1 16.0081 5.7693 4.9087
H2 15.8795 7.4977 4.9144
H3 17.0557 6.7157 6.0114
H4 15.2997 5.5935 7.2858
H5 13.0822 7.0683 5.7126
H6 13.5070 5.3498 5.6293
H7 12.8781 6.0003 7.1032
H8 17.2580 8.1041 7.4657
H9 16.7806 9.9606 9.4324
H10 14.7027 11.0270 10.6462
H11 13.7426 10.3488 13.1232
H12 12.5690 8.1911 14.2901
H13 10.4361 6.3911 12.2115
H14 12.6408 6.0145 10.2194
H15 12.1206 4.5075 10.9869
H16 10.9052 5.5667 10.2362
H17 13.0761 5.4546 13.5535
H18 11.5908 6.1071 14.3401
H19 11.5093 4.5632 13.5011
H20 12.5728 12.7843 10.6703
H21 11.5574 13.9129 8.3790
H22 12.2492 12.5476 5.6048
H23 9.3026 12.0937 6.6253
H24 10.1470 13.6776 6.3762
H25 9.7915 12.6698 4.9829
H26 10.9516 9.7924 6.0438
H27 11.0959 10.5014 4.4328
H28 12.5178 10.1113 5.3889
N7 9.5973 6.5249 7.2761
C19 9.1199 7.6423 7.9000
N8 9.8784 8.4837 8.6243
C20 9.0990 9.5350 9.2096
C21 9.4767 10.4217 10.2706
C22 8.5985 11.3983 10.6910
C23 7.3110 11.4915 10.1420
C24 6.9162 10.5704 9.1713
C25 7.8073 9.5800 8.6842
S1 7.4525 8.2241 7.5972
H29 10.5982 6.2535 7.3337
H30 8.9453 6.0681 6.6794
H31 10.4637 10.2582 10.7105
H32 8.8800 12.0661 11.4823
H33 6.6169 12.2480 10.4697
H34 5.9707 10.5410 8.7158

The orbital gap is 8.60 eV. The total charge is +2. Its HOMO energy is -14.50 eV.

***

Below is 5 unconnected molecules or ions with the total composition C24H60ClN4O8 at a distorted geometry, with properties calculated with the ωB97M-V functional and the def2-TZVPD basis.

Positions of all 97 atoms, in Å:
Cl1 11.0186 -8.2799 28.0812
C1 9.3266 -8.5630 33.6551
O1 10.4548 -8.9598 32.9192
C2 11.5170 -8.0287 33.0098
C3 12.7800 -8.7227 32.5131
N1 12.6904 -8.9091 31.0727
C4 13.8612 -9.5473 30.4848
C5 15.1586 -8.7336 30.5817
O2 15.0016 -7.4169 30.1243
C6 14.8289 -7.3237 28.7142
H1 9.4713 -8.6858 34.7356
H2 8.4932 -9.1677 33.3053
H3 9.0831 -7.5093 33.4746
H4 11.6735 -7.7555 34.0633
H5 11.2806 -7.1385 32.4169
H6 12.8230 -9.6803 33.0374
H7 13.6466 -8.1072 32.8044
H8 12.6604 -7.9799 30.6592
H9 13.6720 -9.6194 29.4096
H10 13.9334 -10.5757 30.8432
H11 15.9373 -9.2974 30.0451
H12 15.5549 -8.6806 31.5995
H13 15.7180 -7.6741 28.1823
H14 14.7001 -6.2761 28.4441
H15 13.9101 -7.8415 28.4274
C7 9.8189 -1.1528 25.0344
O3 10.2696 -2.3227 25.6421
C8 9.4429 -3.4503 25.3993
C9 9.9894 -4.5788 26.2523
N2 9.5928 -5.9079 25.7933
C10 8.1429 -6.0689 25.8304
C11 7.7456 -7.3996 25.2088
O4 6.3498 -7.5807 25.3763
C12 5.9468 -8.7984 24.8090
H16 9.8265 -1.1959 23.9372
H17 10.4575 -0.3184 25.3197
H18 8.7918 -0.9144 25.3392
H19 9.5713 -3.7412 24.3476
H20 8.3893 -3.2157 25.5741
H21 9.7802 -4.4064 27.3214
H22 11.0823 -4.5507 26.2496
H23 9.9951 -6.5559 26.4723
H24 7.6352 -5.2872 25.2607
H25 7.7382 -6.0196 26.8481
H26 8.3040 -8.2067 25.7085
H27 8.0840 -7.4932 24.1708
H28 4.8600 -8.8187 24.7020
H29 6.2619 -9.6467 25.4294
H30 6.3441 -8.9742 23.8003
C13 7.4613 -11.4457 28.3627
O5 7.8813 -10.2046 28.8282
C14 6.8527 -9.2500 28.8716
C15 7.4343 -7.8524 29.0286
N3 8.0552 -7.7175 30.3778
C16 8.6786 -6.4021 30.5093
C17 7.7332 -5.1899 30.5311
O6 6.6366 -5.4899 31.3578
C18 5.7291 -4.4192 31.4880
H31 7.2790 -11.4514 27.2802
H32 6.5512 -11.8153 28.8630
H33 8.2283 -12.1824 28.6064
H34 6.1718 -9.4945 29.6974
H35 6.2947 -9.2254 27.9267
H36 6.6124 -7.1469 28.8447
H37 8.2122 -7.6765 28.2832
H38 7.1952 -7.6086 30.9204
H39 9.4517 -6.2701 29.7454
H40 9.2548 -6.3908 31.4441
H41 7.4243 -4.9659 29.4999
H42 8.3116 -4.3261 30.8837
H43 5.2348 -4.2244 30.5281
H44 6.2577 -3.5148 31.8006
H45 4.9494 -4.6972 32.1930
C19 11.0569 -10.4904 21.9222
O7 10.3285 -9.8890 22.9615
C20 11.1025 -9.8018 24.1580
C21 12.1418 -8.6939 24.0616
N4 12.9847 -8.7116 25.2662
C22 13.9986 -7.6572 25.2174
C23 13.4786 -6.2429 25.4720
O8 14.5522 -5.3585 25.7607
C24 15.2151 -4.9104 24.6068
H46 11.6644 -11.3475 22.2199
H47 11.6979 -9.7782 21.3918
H48 10.3445 -10.8372 21.1698
H49 11.5160 -10.7269 24.5747
H50 10.3896 -9.4906 24.9284
H51 11.5403 -7.7753 24.0156
H52 12.8078 -8.7995 23.2030
H53 12.3786 -8.6310 26.0784
H54 14.6180 -7.7655 24.3252
H55 14.6909 -7.9075 26.0315
H56 12.7170 -6.2746 26.2533
H57 12.9234 -5.9375 24.5722
H58 15.8144 -5.6597 24.0752
H59 15.8909 -4.1347 24.9674
H60 14.5429 -4.5047 23.8420

The orbital gap is 7.50 eV. The total charge is -1. Its HOMO energy is -4.87 eV.

***

Below is a molecular structure, C36H40N5NiO4STe, with properties calculated with the ωB97M-V functional and the def2-TZVPD basis.

Positions of all 88 atoms, in Å:
Ni1 -0.3967 -0.5003 0.3313
N1 -2.3861 -1.2601 0.2470
C1 -3.2890 -0.2138 -0.1302
C2 -4.5933 -0.4231 -0.4794
C3 -5.4436 0.6622 -0.7824
C4 -4.9862 1.9456 -0.7020
C5 -3.6403 2.1969 -0.3466
C6 -3.0948 3.4971 -0.2220
C7 -1.7872 3.6482 0.1264
C8 -0.9890 2.5004 0.3179
N2 -1.4593 1.2844 0.1956
C9 -2.7830 1.1105 -0.0946
H1 -2.5377 -2.0877 -0.3176
H2 -2.5253 -1.5197 1.2473
H3 -4.9828 -1.4339 -0.4978
H4 -6.4717 0.4666 -1.0555
H5 -5.6407 2.7838 -0.9050
H6 -3.7314 4.3560 -0.3969
H7 -1.3397 4.6240 0.2488
H8 0.0542 2.5889 0.5861
O1 -2.3768 -1.5891 2.9302
C10 -1.4135 -0.8929 3.2663
N3 -0.4251 -0.4755 2.4454
S1 0.6710 0.4707 3.2345
O2 1.9502 -0.1660 3.3614
O3 0.6429 1.8080 2.6976
C11 -0.1510 0.4156 4.7967
C12 0.2001 1.0108 5.9910
C13 -0.6247 0.7667 7.0822
C14 -1.7495 -0.0483 6.9643
C15 -2.0798 -0.6391 5.7518
C16 -1.2570 -0.3926 4.6680
H9 1.0782 1.6371 6.0722
H10 -0.3903 1.2135 8.0394
H11 -2.3706 -0.2218 7.8333
H12 -2.9477 -1.2753 5.6413
N4 -0.3228 -0.8787 -1.8943
H13 -0.8204 -1.6518 -2.3244
H14 0.6659 -1.1252 -1.8937
H15 -0.4410 -0.0675 -2.4915
C17 2.0270 1.4444 -1.0786
C18 2.4901 0.1820 -0.3471
O4 3.7159 -0.0176 -0.3338
N5 1.5578 -0.5791 0.2104
Te1 2.4712 -2.3978 1.2406
C19 4.2853 -3.5253 1.7713
C20 5.3905 -2.7914 2.2066
C21 5.3443 -1.2927 2.3535
C22 6.5697 -3.4706 2.5028
C23 6.6705 -4.8494 2.3811
C24 7.9528 -5.5687 2.7030
C25 5.5468 -5.5570 1.9745
C26 4.3477 -4.9183 1.6716
C27 3.1710 -5.7593 1.2487
C28 2.3296 -3.3281 -0.6702
C29 3.3927 -3.3588 -1.5798
C30 4.7722 -2.8440 -1.2721
C31 3.1776 -3.9275 -2.8386
C32 1.9615 -4.4695 -3.2153
C33 1.7589 -5.0716 -4.5792
C34 0.9275 -4.4533 -2.2852
C35 1.0944 -3.9004 -1.0218
C36 -0.0684 -3.9625 -0.0640
H16 2.6008 1.5440 -1.9994
H17 2.2635 2.3053 -0.4502
H18 0.9601 1.4574 -1.3012
H19 4.5481 -0.9794 3.0325
H20 5.1392 -0.8060 1.3960
H21 6.2911 -0.9175 2.7418
H22 7.4324 -2.9019 2.8345
H23 8.7527 -4.8643 2.9294
H24 8.2761 -6.1902 1.8661
H25 7.8281 -6.2246 3.5669
H26 5.5988 -6.6392 1.8969
H27 3.2988 -6.7886 1.5849
H28 3.0549 -5.7702 0.1628
H29 2.2396 -5.3777 1.6716
H30 4.7316 -1.9192 -0.7003
H31 5.3116 -2.6499 -2.1995
H32 5.3368 -3.5843 -0.7006
H33 4.0030 -3.9412 -3.5426
H34 2.6810 -5.0506 -5.1587
H35 0.9966 -4.5282 -5.1412
H36 1.4297 -6.1096 -4.5048
H37 -0.0275 -4.9028 -2.5422
H38 -0.8852 -4.5455 -0.4928
H39 -0.4558 -2.9672 0.1678
H40 0.2134 -4.4103 0.8886

The orbital gap (spin up / spin down) is 5.54 / 6.93 eV. The multiplicity is 4. Its HOMO energy (spin up / spin down) is -6.11 / -7.48 eV. Its expectation value of S² is 3.764.

***

Below is a gas-phase ion, C3H3F4O3P (charge -2) at a distorted geometry, with properties calculated with the ωB97M-V functional and the def2-TZVPD basis.

Positions of all 14 atoms, in Å:
C1 0.1635 0.0824 -0.1123
C2 -0.5414 1.4258 -0.4037
C3 -1.8624 1.3938 0.4013
O1 -2.9723 1.0832 2.8029
O2 -1.8178 -0.9697 1.7727
O3 -0.4260 0.9125 2.6902
F1 -0.7511 1.5429 -1.7604
F2 0.2267 2.4693 -0.1384
F3 -2.8180 0.9050 -0.3264
F4 -2.2403 2.7847 0.4761
P1 -1.7585 0.4987 2.1198
H1 1.1280 -0.0787 -0.7979
H2 -0.6600 -0.5988 -0.0669
H3 0.4079 0.2036 0.8558

The orbital gap is 6.32 eV. The total charge is -2. Its HOMO energy is 0.34 eV. Its structure (SMILES) is CC(F)(F)C(F)(F)P(=O)([O-])[O-].

***

Values of electronic energy, in order: -85461.8243, -40629.3353, -83520.4320, -60720.7950, -112794.5452, -29462.4561, all in eV.
Values of energy above the lowest of the compared OMol25 structures with the same formula, charge and spin, in order: 0.0, 58.6, 0.0, 0.0, 0.0, 78.4, all in kJ/mol.